Record 1
A 4-piece molecular cluster, C14H31BF3N7O10PS overall at a distorted geometry. Source: the OMol25 dataset; level of theory: ωB97M-V with the def2-TZVPD basis set.

Structure (XYZ):
```
68
Properties=species:S:1:pos:R:3:forces:R:3
C 0.9768 4.2698 1.4416 -4.516 -4.321 -1.942
C 0.1104 3.3158 1.1875 3.994 3.764 0.720
N -0.8240 2.2349 0.8823 1.536 0.076 1.840
C -2.2356 2.4865 1.2620 -1.928 2.132 0.279
B -3.2240 1.2025 1.3771 -2.064 -2.506 -0.660
O -3.2677 0.2869 2.5307 0.313 3.415 -1.437
O -4.1495 0.8505 0.2932 3.087 -0.670 2.353
C -0.2993 0.8871 1.1161 2.157 -2.066 -0.662
N 0.0966 0.0146 0.0013 -1.045 2.945 1.160
C -0.7653 0.1470 -1.2087 -0.016 0.195 -2.329
C -0.4487 1.4173 -2.1654 -0.649 -0.308 -1.009
C 0.6030 1.1285 -3.3521 0.251 1.606 -0.227
O 0.3003 -0.0387 -4.1624 1.827 0.410 0.470
C 1.5084 -0.3440 -4.9406 0.844 0.037 -0.808
C 1.5622 0.0768 -0.2965 1.478 -1.323 1.520
C 2.0571 -1.2703 -1.0849 -0.285 -1.002 0.897
O 1.1595 -2.3933 -0.7704 0.980 1.066 -0.784
C 3.5018 -1.7098 -0.4589 -0.282 -0.638 -0.969
F 3.3848 -2.1792 0.9110 0.705 1.805 -3.692
F 4.3910 -0.5942 -0.5944 -1.763 -3.340 0.825
F 3.9561 -2.8599 -1.2200 -0.631 3.253 2.160
N -0.0601 0.3714 2.3595 -1.526 1.694 -2.161
N 0.4780 -0.9192 2.5168 0.418 0.322 0.105
P -0.3871 1.2586 3.8696 1.445 -0.011 3.486
S 1.1488 1.0509 5.0868 -0.861 0.263 -1.121
H 1.6466 5.2163 1.4003 -1.532 -2.325 0.246
H -2.6933 3.2058 0.4636 0.897 -1.298 1.336
H -2.3202 3.0791 2.2671 0.323 -0.957 -1.631
H -3.2883 0.9149 3.3076 -0.025 -1.351 -0.531
H -4.2093 -0.1446 0.3730 -0.610 1.436 -0.079
H -0.5504 -0.7965 -1.8637 -0.397 1.598 1.353
H -1.8970 0.1374 -1.0201 1.835 -0.028 0.383
H -0.1165 2.3674 -1.6111 -0.392 -1.549 -0.718
H -1.4617 1.6889 -2.6798 1.802 -0.484 0.891
H 1.7036 1.0718 -2.9765 -1.805 -0.048 -0.397
H 0.5736 2.0678 -4.0476 0.112 -1.574 1.191
H 2.4396 -0.5194 -4.2685 -1.559 0.258 -0.803
H 1.7971 0.5565 -5.6260 -0.640 -1.610 1.148
H 1.3803 -1.3036 -5.5820 -0.201 1.783 1.218
H 1.9221 1.0502 -0.7868 -0.777 -1.550 0.435
H 2.1031 0.0251 0.7376 -0.943 0.215 -1.846
H 2.0834 -1.1354 -2.2255 0.462 -0.028 1.797
H 1.3262 -3.1419 -1.3939 0.035 1.025 0.575
H -0.0079 -1.3959 3.2947 0.423 0.424 -0.458
H 1.4854 -0.7957 2.7521 -0.946 -0.298 0.006
H -0.7628 2.6308 3.6845 0.013 -0.863 -0.726
H -1.5013 0.6309 4.5672 0.370 0.349 -1.359
C 4.2090 -5.0325 2.7052 -0.040 0.215 -0.273
N 4.1145 -5.1891 4.1804 0.001 -0.144 0.543
O 3.7224 -4.2234 4.8237 0.211 -0.643 -0.290
O 4.4361 -6.2739 4.6420 -0.278 0.883 -0.273
H 3.8941 -4.0249 2.4379 0.064 -0.190 0.154
H 5.2484 -5.1994 2.4224 -0.163 -0.120 0.040
H 3.5514 -5.7750 2.2528 0.199 -0.010 0.080
C -0.4908 2.1241 -8.2770 -0.360 0.078 0.034
N 0.8415 2.2200 -7.6242 0.387 0.027 -0.011
O 0.8808 2.6819 -6.4898 0.171 -0.296 -0.606
O 1.8021 1.8290 -8.2703 -0.650 0.291 0.681
H -1.2465 2.5047 -7.5910 0.224 -0.048 -0.056
H -0.4559 2.7259 -9.1851 0.065 -0.192 0.054
H -0.6704 1.0734 -8.5047 0.114 0.153 -0.088
C -5.7313 -1.1403 5.5793 -0.204 -0.279 0.080
N -5.3933 0.3070 5.6063 -0.672 0.472 0.300
O -6.2455 1.0739 6.0216 1.023 -0.490 -0.476
O -4.2767 0.6234 5.2070 -0.328 0.092 0.150
H -6.7439 -1.2718 5.9586 0.190 0.155 -0.050
H -5.6603 -1.4751 4.5443 0.137 0.049 0.139
H -5.0114 -1.6580 6.2136 -0.005 0.074 -0.179
```
Positions in Å, forces in eV/Å.

The calculated total energy comes out at -2750.9898 a.u. The molar mass comes out at 588.29 g/mol. Its charge is +1. Its orbital gap is 7.33 eV. As for the multiplicity: 1.

=====

Record 2
C4H4O3 as an isolated structure at a distorted geometry. Source: the OMol25 dataset; level of theory: ωB97M-V with the def2-TZVPD basis set.

Structure (XYZ):
```
11
Properties=species:S:1:pos:R:3:forces:R:3
C -0.7904 0.0714 0.3869 -1.488 -0.878 5.360
C 0.2937 0.0320 -0.3356 0.706 1.393 -0.623
C -1.5729 -0.0474 -0.8712 0.020 0.975 1.197
C 1.7308 -0.0613 -0.1372 0.245 -0.489 -1.225
O -2.6743 -0.1347 -1.2445 -0.918 -0.317 -0.684
O -0.3890 0.1093 -1.5782 0.678 -0.611 -1.833
O -0.9820 -0.0895 1.8595 -1.992 1.946 -2.646
H 2.0238 -0.9748 -0.7006 0.286 0.415 0.662
H 1.7562 -0.1685 0.9191 0.849 -0.444 0.986
H 2.4013 0.7660 -0.4477 -0.859 -0.263 -0.035
H -1.7973 0.4975 2.1497 2.473 -1.727 -1.158
```
Positions in Å, forces in eV/Å.

The calculated total energy comes out at -380.4552 a.u. The molar mass comes out at 100.07 g/mol. The energy relative to the best compared isomer or geometry (same formula, charge and spin) comes out at 57.6 kcal per mole. Its charge is 0. Its orbital gap is 9.88 eV. As for the multiplicity: 1.

=====

Record 3
C10H38B2HgO5 as an isolated structure at a distorted geometry. Source: the OMol25 dataset; level of theory: ωB97M-V with the def2-TZVPD basis set.

Structure (XYZ):
```
56
Properties=species:S:1:pos:R:3:forces:R:3
Hg 1.1568 -1.0258 3.0821 -1.225 1.722 -0.907
O -0.6281 -4.4328 0.9929 -0.468 -1.178 0.372
H 0.0840 -4.9446 0.5711 0.099 0.314 -0.126
H -0.5212 -3.4367 0.8925 1.238 2.391 0.065
H -0.6474 -4.6424 1.9452 -0.084 0.091 -0.023
B 1.9872 1.1769 2.6140 0.546 -0.817 -0.115
H 2.0693 2.3151 2.6364 0.244 1.626 0.032
H 1.6497 0.9625 3.6949 -0.505 -0.105 1.980
H 1.1796 0.8771 1.8563 -1.052 -0.288 -1.524
H 3.0140 0.6666 2.4982 1.835 -0.622 -0.761
B -0.9511 -0.0265 4.0422 -0.829 -1.428 -0.556
H -0.7669 -0.0624 2.9079 -0.149 0.571 -1.989
H -1.5045 0.9105 4.3861 -0.257 1.649 0.426
H -1.6430 -0.9288 4.2120 -0.897 -1.573 0.682
H 0.0618 -0.0795 4.6045 1.720 -0.395 1.679
C 0.2069 -1.0016 -0.0506 -1.136 0.383 1.571
O 0.3044 -1.8147 1.1061 -0.361 -2.728 0.344
H -0.6209 -1.3472 -0.6816 0.649 -0.723 -0.570
H -0.2874 -0.0782 0.2736 0.936 0.626 -0.138
H 1.1914 -0.9014 -0.5001 -0.318 0.349 -0.511
C 3.8311 -0.5664 -1.8809 0.134 -0.156 -1.354
C 5.1003 0.2564 -1.9400 0.259 1.876 1.136
C 4.7647 1.7546 -2.0561 -0.241 -0.280 0.094
O 5.8853 0.0282 -0.7794 0.720 -0.455 0.190
H 4.0352 -1.5825 -2.2220 -0.129 -0.149 0.350
H 3.1259 -0.1369 -2.5968 -0.195 -0.122 0.068
H 3.3724 -0.5531 -0.8945 0.203 0.039 0.078
H 5.7999 0.1068 -2.7639 -0.373 -0.860 -0.147
H 4.2791 1.8795 -3.0253 -0.078 0.395 0.079
H 5.6377 2.4028 -1.9849 0.182 -0.233 -0.204
H 4.0960 2.0775 -1.2537 -0.228 -0.116 -0.087
H 5.5131 0.4604 -0.0044 -0.270 0.073 -0.143
C -1.3088 2.7189 -0.2505 -0.154 -0.069 0.104
C -1.5587 3.6068 0.9678 0.296 0.373 -0.199
C -2.6699 4.6286 0.7578 0.104 0.607 -0.021
O -1.7737 2.8463 2.1369 -0.021 -0.097 -0.204
H -1.1803 3.3115 -1.1574 0.057 0.048 0.033
H -2.1558 2.0468 -0.4230 -0.094 0.003 0.019
H -0.4217 2.1042 -0.1007 0.025 0.058 0.060
H -0.6516 4.1933 1.1334 0.138 -0.269 0.173
H -2.7557 4.8358 -0.3100 -0.413 0.076 0.054
H -2.4128 5.5701 1.2481 0.127 0.012 -0.048
H -3.6203 4.3693 1.2257 -0.065 -0.465 -0.385
H -2.4904 2.2456 1.9013 0.040 -0.193 0.416
C -2.7488 -1.5944 -2.9551 0.301 -0.232 -0.154
C -3.6562 -2.7692 -2.5811 0.894 0.524 0.254
C -2.9054 -3.6586 -1.6228 1.595 -0.414 1.598
O -4.8158 -2.2527 -1.9494 -0.073 -0.304 -0.298
H -3.2887 -0.9143 -3.6118 0.130 0.052 -0.019
H -1.8334 -1.9470 -3.4357 -0.109 0.001 -0.266
H -2.3884 -1.0591 -2.0732 -0.328 0.095 0.120
H -3.8534 -3.2883 -3.5196 -0.813 -0.100 0.250
H -2.0282 -4.1580 -2.0451 -0.214 -0.060 -0.463
H -3.3742 -4.3799 -0.9491 -0.949 -0.211 -0.877
H -2.4383 -3.0452 -0.8363 -0.028 0.565 -0.230
H -4.4449 -1.7240 -1.2323 -0.414 0.121 0.094
```
Positions in Å, forces in eV/Å.

The calculated total energy comes out at -982.7313 a.u. The molar mass comes out at 460.62 g/mol. The energy relative to the best compared isomer or geometry (same formula, charge and spin) comes out at 67.8 kcal per mole. Its charge is 0. Its orbital gap is 6.79 eV. As for the multiplicity: 1.

=====

Which value of calculated total energy does entry 1 give? -2750.9898 a.u.